Formula: C3H5NO3
Source: the OMol25 dataset
Level of theory: ωB97M-V/def2-TZVPD

```
12
Properties=species:S:1:pos:R:3:forces:R:3
O -2.27988 -0.58213 1.42692 0.002 -0.041 -0.009
C -1.14187 -0.42188 1.04639 -0.834 0.197 0.282
N -0.72372 0.78553 0.53550 0.225 -1.077 -0.358
C 0.47175 0.90617 -0.29645 0.256 1.426 0.102
C 1.26115 -0.36940 -0.40399 -0.581 -0.754 0.523
O 2.09967 -0.67221 0.38705 0.433 0.235 -0.256
O 0.92614 -1.22142 -1.41379 0.429 -0.314 -0.166
H -0.43616 -1.25535 1.11786 0.528 0.211 -0.054
H -1.53984 1.29980 0.24038 0.103 0.400 0.062
H 0.22245 1.31859 -1.26101 -0.413 -0.388 -0.622
H 1.14272 1.68590 0.07819 0.025 -0.345 0.522
H -0.00241 -1.47360 -1.45705 -0.173 0.449 -0.027
```
Forces are in eV/Å.

For the molecular weight, the calculation gives 103.08 g/mol. As for the charge: 0. Its energy above the lowest of the compared OMol25 structures with the same formula, charge and spin is 135.7 kJ/mol. The total energy comes out at -10824.2810 eV. The HOMO energy comes out at -10.4 eV. As for the structure (SMILES): O=CNCC(=O)O.